No. 1
A structure of composition C22H23IrN6O6S in a non-equilibrium geometry. Source: the OMol25 dataset; level of theory: ωB97M-V with the def2-TZVPD basis set.

Values from the calculation:
DFT total energy: -2133.55195 hartree
total charge: +3
spin multiplicity: 2
expectation value of S²: 0.765
highest occupied orbital energy (alpha / beta): -17.41 / -17.41 eV

Element x y z (Å)
Ir  0.378  1.038  -1.189
O  4.552  0.929  3.048
C  5.119  0.876  1.897
O  6.301  0.976  1.691
C  4.259  0.707  0.657
C  4.770  0.608  -0.637
N  3.732  0.549  -1.472
N  2.569  0.601  -0.813
C  2.861  0.690  0.491
C  1.741  0.661  1.506
O  1.993  0.545  2.691
O  0.566  0.713  1.013
H  3.560  0.780  3.098
H  5.796  0.560  -0.951
H  3.779  0.466  -2.483
N  -3.493  5.437  -1.573
C  -2.352  6.089  -1.378
O  -2.270  7.289  -1.238
C  -1.056  5.288  -1.291
C  0.100  6.024  -1.026
C  1.311  5.362  -0.939
C  1.329  3.986  -1.086
N  0.223  3.277  -1.325
C  -0.948  3.910  -1.443
H  -4.337  5.994  -1.640
H  -3.570  4.451  -1.746
H  0.029  7.096  -0.895
H  2.225  5.907  -0.758
H  2.264  3.451  -1.010
H  -1.803  3.287  -1.673
C  -0.117  -2.210  2.657
C  -1.031  -1.246  3.393
C  -2.401  -1.081  2.711
N  -2.285  -0.343  1.463
C  -2.044  -0.809  0.265
S  -1.918  0.293  -1.078
N  -2.001  -2.134  -0.016
C  -1.480  -2.574  -1.226
O  -1.072  -1.721  -2.005
C  -1.396  -4.012  -1.451
C  -1.884  -4.961  -0.540
C  -1.700  -6.315  -0.783
C  -1.084  -6.750  -1.950
C  -0.628  -5.819  -2.874
C  -0.799  -4.462  -2.643
H  0.821  -2.288  3.196
H  0.110  -1.863  1.651
H  -0.549  -3.207  2.610
H  -0.543  -0.274  3.484
H  -1.213  -1.620  4.402
H  -3.067  -0.514  3.365
H  -2.848  -2.062  2.536
H  -2.236  0.666  1.577
H  -2.271  -2.812  0.692
H  -2.426  -4.684  0.353
H  -2.022  -7.034  -0.042
H  -0.931  -7.807  -2.115
H  -0.129  -6.159  -3.770
H  -0.484  -3.743  -3.385

***

No. 2
A structure of composition C22H23MoN3O2. Source: the OMol25 dataset; level of theory: ωB97M-V with the def2-TZVPD basis set.

Values from the calculation:
DFT total energy: -1233.42756 hartree
total charge: +4
highest occupied orbital energy (alpha / beta): -21.40 / -21.40 eV

Element x y z (Å)
Mo  0.363  -0.016  1.231
O  0.973  -1.867  1.784
C  0.817  -2.311  3.201
C  0.037  -1.235  3.894
C  -0.309  -1.354  5.218
C  -1.042  -0.333  5.820
C  -1.412  0.783  5.069
C  -1.039  0.847  3.752
N  -0.319  -0.142  3.153
H  1.547  -2.471  1.278
H  1.819  -2.445  3.611
H  0.288  -3.265  3.178
H  -0.016  -2.231  5.783
H  -1.323  -0.410  6.864
H  -1.982  1.592  5.507
H  -1.298  1.696  3.132
C  5.278  2.322  -3.932
C  4.570  2.292  -2.649
C  3.338  1.544  -2.540
C  2.649  1.481  -1.385
C  1.313  0.783  -1.356
C  3.188  2.169  -0.205
C  2.696  2.038  1.039
O  1.647  1.205  1.384
C  4.396  3.010  -0.339
C  4.938  3.793  0.810
C  5.038  3.024  -1.545
H  5.163  1.395  -4.495
H  6.327  2.596  -3.829
H  4.804  3.111  -4.543
H  2.973  1.050  -3.433
H  1.047  0.395  -2.339
H  0.513  1.473  -1.067
H  1.359  -0.153  -0.737
H  3.096  2.538  1.912
H  4.179  4.416  1.285
H  5.745  4.442  0.480
H  5.361  3.122  1.565
H  5.939  3.614  -1.657
N  -6.226  -0.690  -1.953
C  -5.208  -0.530  -1.443
C  -3.947  -0.329  -0.813
C  -3.110  -1.421  -0.538
C  -1.907  -1.179  0.075
N  -1.508  0.077  0.414
C  -2.316  1.139  0.152
C  -3.531  0.966  -0.458
H  -3.403  -2.431  -0.795
H  -1.230  -1.998  0.311
H  -1.963  2.121  0.443
H  -4.164  1.823  -0.658

***

No. 3
The molecule C22H23N in a non-equilibrium geometry. Source: the OMol25 dataset; level of theory: ωB97M-V with the def2-TZVPD basis set.

Values from the calculation:
DFT total energy: -906.77559 hartree
structure (SMILES): C1=C[C@H]([C@H](/C=C/N2CCCC2)c2ccccc2)c2ccccc21
total charge: 0
highest occupied orbital energy: -7.36 eV

Element x y z (Å)
C  0.809  1.300  2.840
C  0.855  1.165  1.464
C  0.923  -0.262  1.088
C  -0.237  -0.664  -0.020
C  -0.369  0.048  -1.314
C  0.613  -0.004  -2.319
N  0.818  0.931  -3.268
C  -0.094  2.049  -3.477
C  0.524  2.861  -4.624
C  1.565  1.974  -5.280
C  1.869  0.831  -4.300
C  -1.635  -0.920  0.550
C  -2.007  -2.161  1.096
C  -3.184  -2.298  1.861
C  -4.062  -1.209  2.012
C  -3.765  -0.018  1.343
C  -2.582  0.094  0.570
C  1.322  -0.902  2.383
C  1.816  -2.174  2.709
C  1.896  -2.579  4.058
C  1.556  -1.687  5.083
C  1.148  -0.391  4.793
C  1.051  0.014  3.438
H  0.551  2.185  3.456
H  0.714  1.982  0.742
H  1.580  -0.556  0.197
H  0.228  -1.680  -0.250
H  -1.221  0.700  -1.575
H  1.359  -0.851  -2.334
H  -0.191  2.636  -2.545
H  -1.114  1.711  -3.752
H  0.982  3.753  -4.203
H  -0.250  3.162  -5.321
H  1.177  1.541  -6.202
H  2.477  2.514  -5.511
H  1.881  -0.158  -4.793
H  2.850  0.963  -3.816
H  -1.360  -3.028  0.978
H  -3.451  -3.263  2.318
H  -5.019  -1.327  2.558
H  -4.485  0.814  1.379
H  -2.410  1.028  0.045
H  2.059  -2.859  1.914
H  2.212  -3.586  4.311
H  1.630  -2.015  6.127
H  0.972  0.336  5.590

***

No. 4
The molecule C22H23N3O4S in a non-equilibrium geometry. Source: the OMol25 dataset; level of theory: ωB97M-V with the def2-TZVPD basis set.

Values from the calculation:
DFT total energy: -1715.54734 hartree
structure (SMILES): COCCNC(=O)c1c(CSc2ccccc2)noc1C(=O)NCc1ccccc1
total charge: 0
highest occupied orbital energy: -8.82 eV

Element x y z (Å)
C  -0.718  -4.114  -0.782
O  -1.944  -4.436  -0.169
C  -2.942  -3.453  -0.270
C  -2.755  -2.239  0.660
N  -1.864  -1.233  0.131
C  -2.306  -0.325  -0.749
O  -3.466  -0.256  -1.126
C  -1.283  0.631  -1.254
C  -1.597  1.858  -1.933
C  -2.920  2.493  -2.059
S  -3.146  3.674  -0.660
C  -2.974  2.509  0.686
C  -1.732  2.327  1.273
C  -1.583  1.393  2.283
C  -2.675  0.655  2.708
C  -3.918  0.853  2.129
C  -4.072  1.781  1.114
N  -0.506  2.435  -2.359
O  0.539  1.660  -2.008
C  0.094  0.575  -1.335
C  1.129  -0.352  -0.825
O  0.888  -1.222  0.003
N  2.343  -0.146  -1.352
C  3.523  -0.860  -0.908
C  4.460  0.062  -0.169
C  5.737  0.320  -0.645
C  6.576  1.183  0.038
C  6.142  1.802  1.198
C  4.866  1.552  1.676
C  4.030  0.686  0.997
H  -0.157  -3.361  -0.221
H  -0.143  -5.038  -0.811
H  -0.873  -3.752  -1.806
H  -3.866  -3.964  0.010
H  -3.035  -3.095  -1.306
H  -3.732  -1.767  0.796
H  -2.368  -2.576  1.623
H  -0.866  -1.306  0.318
H  -3.715  1.751  -2.014
H  -2.982  3.108  -2.954
H  -0.892  2.919  0.938
H  -0.615  1.241  2.736
H  -2.557  -0.075  3.495
H  -4.770  0.283  2.466
H  -5.032  1.936  0.647
H  2.477  0.635  -1.977
H  3.173  -1.661  -0.250
H  4.023  -1.300  -1.776
H  6.079  -0.160  -1.551
H  7.570  1.374  -0.337
H  6.796  2.477  1.728
H  4.524  2.032  2.581
H  3.036  0.483  1.371

***

No. 5
The molecule C22H23N3O5 in a non-equilibrium geometry. Source: the OMol25 dataset; level of theory: ωB97M-V with the def2-TZVPD basis set.

Values from the calculation:
DFT total energy: -1392.55542 hartree
structure (SMILES): COc1cccc(OCc2cc(C(=O)N3CCN(c4ccccc4O)CC3)no2)c1
total charge: 0
highest occupied orbital energy: -8.33 eV

Element x y z (Å)
C  -8.233  -2.818  0.303
O  -7.678  -1.704  -0.355
C  -6.660  -1.034  0.249
C  -6.118  -1.353  1.491
C  -5.081  -0.589  1.993
C  -4.566  0.488  1.294
C  -5.107  0.808  0.053
O  -4.700  1.849  -0.743
C  -3.648  2.665  -0.310
C  -2.322  1.975  -0.331
C  -1.938  0.722  -0.712
C  -0.533  0.721  -0.501
C  0.321  -0.480  -0.704
O  -0.180  -1.586  -0.576
N  1.610  -0.309  -1.060
C  2.342  0.931  -1.164
C  3.439  0.964  -0.094
N  4.314  -0.173  -0.304
C  5.571  -0.146  0.361
C  5.811  0.490  1.569
C  7.076  0.469  2.133
C  8.109  -0.193  1.496
C  7.892  -0.818  0.281
C  6.632  -0.787  -0.297
O  6.430  -1.370  -1.508
C  3.571  -1.418  -0.142
C  2.463  -1.472  -1.194
N  -0.145  1.880  -0.026
O  -1.243  2.663  0.083
C  -6.149  0.048  -0.461
H  -8.681  -2.537  1.262
H  -7.488  -3.602  0.465
H  -9.012  -3.193  -0.359
H  -6.488  -2.185  2.067
H  -4.660  -0.840  2.954
H  -3.752  1.051  1.720
H  -3.626  3.504  -1.016
H  -3.835  3.075  0.694
H  -2.534  -0.084  -1.079
H  1.672  1.776  -1.028
H  2.807  0.974  -2.156
H  4.023  1.880  -0.190
H  2.955  0.948  0.895
H  5.006  1.000  2.077
H  7.248  0.967  3.075
H  9.093  -0.217  1.939
H  8.688  -1.323  -0.243
H  5.548  -1.101  -1.809
H  4.245  -2.268  -0.263
H  3.116  -1.479  0.861
H  1.846  -2.362  -1.060
H  2.899  -1.477  -2.199
H  -6.565  0.298  -1.422

***

No. 6
A structure of composition C22H23N5O4Pb in a non-equilibrium geometry. Source: the OMol25 dataset; level of theory: ωB97M-V with the def2-TZVPD basis set.

Values from the calculation:
DFT total energy: -1619.13726 hartree
total charge: +2
highest occupied orbital energy (alpha / beta): -14.39 / -14.40 eV

Element x y z (Å)
Pb  -0.029  0.457  1.290
C  -4.224  -1.303  -1.091
C  -2.924  -0.645  -0.737
N  -1.944  -1.330  -0.332
N  -1.374  -2.404  -0.219
C  -0.149  -2.660  0.321
O  0.615  -1.698  0.547
C  0.154  -4.039  0.574
C  1.435  -4.406  1.013
C  1.684  -5.719  1.344
C  0.672  -6.669  1.261
C  -0.605  -6.311  0.826
C  -0.858  -5.006  0.472
C  -2.760  0.805  -0.878
C  -3.781  1.578  -1.426
C  -3.565  2.927  -1.670
C  -2.310  3.451  -1.407
C  -1.362  2.631  -0.814
N  -1.578  1.355  -0.519
H  -4.182  -2.373  -0.915
H  -4.431  -1.133  -2.148
H  -5.038  -0.877  -0.508
H  2.196  -3.644  1.082
H  2.669  -6.004  1.685
H  0.878  -7.696  1.530
H  -1.383  -7.057  0.775
H  -1.833  -4.691  0.119
H  -4.736  1.144  -1.664
H  -4.353  3.542  -2.073
H  -2.067  4.472  -1.644
H  -0.377  3.006  -0.591
C  5.346  0.113  1.179
C  5.134  1.173  2.249
C  4.025  2.175  1.884
C  3.853  3.234  2.994
C  2.685  4.183  2.762
C  4.446  2.878  0.581
O  5.478  3.481  0.521
N  3.593  2.781  -0.485
C  2.339  2.205  -0.509
O  1.614  2.280  -1.466
N  1.955  1.563  0.639
C  2.685  1.464  1.753
O  2.213  0.845  2.700
H  6.087  -0.608  1.515
H  5.714  0.559  0.256
H  4.419  -0.418  0.968
H  6.061  1.734  2.394
H  4.888  0.701  3.202
H  4.780  3.808  3.059
H  3.717  2.717  3.946
H  2.811  4.751  1.843
H  2.625  4.887  3.588
H  1.740  3.640  2.716
H  3.882  3.235  -1.349

***

No. 7
The molecule C22H23NO3. Source: the OMol25 dataset; level of theory: ωB97M-V with the def2-TZVPD basis set.

Values from the calculation:
DFT total energy: -1132.64394 hartree
structure (SMILES): CCCC(=O)N[C@@H](c1ccc(OC)cc1)c1c(O)ccc2ccccc12
total charge: 0
highest occupied orbital energy: -7.95 eV

Element x y z (Å)
C  -1.583  -4.833  0.310
C  -0.093  -5.146  0.251
C  0.750  -3.985  0.786
C  0.613  -2.777  -0.124
O  0.834  -2.819  -1.316
N  0.200  -1.645  0.496
C  0.102  -0.378  -0.209
C  -1.313  0.165  -0.240
C  -1.536  1.448  -0.727
C  -2.813  1.974  -0.802
C  -3.904  1.213  -0.393
O  -5.199  1.626  -0.420
C  -5.486  2.917  -0.899
C  -3.687  -0.080  0.082
C  -2.410  -0.596  0.156
C  1.096  0.610  0.375
C  0.804  1.233  1.575
O  -0.332  1.002  2.289
C  1.702  2.154  2.151
C  2.878  2.447  1.533
C  3.234  1.812  0.325
C  4.465  2.094  -0.302
C  4.832  1.453  -1.450
C  3.980  0.490  -2.007
C  2.773  0.203  -1.429
C  2.346  0.863  -0.255
H  -1.891  -4.609  1.331
H  -1.814  -3.978  -0.321
H  -2.163  -5.682  -0.042
H  0.119  -6.043  0.836
H  0.197  -5.333  -0.784
H  0.454  -3.740  1.808
H  1.803  -4.275  0.787
H  0.122  -1.624  1.501
H  0.371  -0.613  -1.244
H  -0.696  2.045  -1.050
H  -2.943  2.974  -1.184
H  -6.567  3.024  -0.829
H  -5.178  3.036  -1.943
H  -5.006  3.689  -0.289
H  -4.540  -0.666  0.386
H  -2.265  -1.604  0.516
H  -0.982  0.536  1.743
H  1.415  2.611  3.084
H  3.561  3.163  1.966
H  5.116  2.826  0.154
H  5.777  1.672  -1.925
H  4.283  -0.034  -2.901
H  2.164  -0.567  -1.876

***

No. 8
A structure of composition C22H24AsBr2ClN4OS5W in a non-equilibrium geometry. Source: the OMol25 dataset; level of theory: ωB97M-V with the def2-TZVPD basis set.

Values from the calculation:
DFT total energy: -11049.08205 hartree
total charge: 0
spin multiplicity: 3
expectation value of S²: 2.023
highest occupied orbital energy (alpha / beta): -6.77 / -7.08 eV

Element x y z (Å)
W  -1.804  0.378  0.002
Cl  -7.368  -3.720  -2.199
C  -6.206  -2.716  -1.388
C  -6.646  -1.605  -0.662
C  -5.740  -0.787  -0.025
C  -4.380  -1.078  -0.106
O  -3.506  -0.297  0.481
C  -3.935  -2.200  -0.818
C  -2.543  -2.554  -0.814
N  -1.613  -1.801  -0.367
C  -0.277  -2.285  -0.237
C  0.238  -3.415  -0.797
C  1.602  -3.732  -0.633
C  2.417  -2.940  0.119
C  1.893  -1.795  0.760
C  2.645  -0.975  1.630
C  2.030  0.065  2.251
C  0.692  0.372  1.941
N  -0.012  -0.312  1.077
C  0.551  -1.451  0.548
C  -4.874  -3.020  -1.461
H  -7.703  -1.376  -0.620
H  -6.049  0.092  0.523
H  -2.290  -3.551  -1.167
H  -0.377  -4.051  -1.419
H  1.996  -4.621  -1.107
H  3.468  -3.178  0.234
H  3.690  -1.204  1.812
H  2.546  0.676  2.979
H  0.180  1.192  2.423
H  -4.541  -3.879  -2.032
S  -1.087  0.776  -3.489
As  -2.999  0.519  -2.287
S  -2.886  2.313  -1.025
S  0.005  0.126  -1.841
S  -4.543  0.631  -3.682
Br  -2.284  1.718  2.177
C  -2.321  -1.354  4.648
Br  -2.122  -1.914  2.899
H  -3.256  -0.874  4.892
H  -1.413  -1.121  5.183
C  4.454  4.855  0.243
C  3.951  3.563  0.878
N  2.508  3.380  0.752
C  1.756  2.766  -0.185
S  0.055  2.758  0.108
N  2.219  2.217  -1.303
C  3.565  1.947  -1.809
C  4.101  0.603  -1.324
H  5.546  4.879  0.262
H  4.087  5.723  0.791
H  4.122  4.940  -0.792
H  4.169  3.572  1.945
H  4.461  2.704  0.459
H  1.935  3.845  1.438
H  1.486  1.712  -1.797
H  4.237  2.759  -1.554
H  3.476  1.929  -2.894
H  4.311  0.623  -0.252
H  5.021  0.349  -1.856
H  3.363  -0.178  -1.514

***

No. 9
A structure of composition C22H24BaF3N3O4Se. Source: the OMol25 dataset; level of theory: ωB97M-V with the def2-TZVPD basis set.

Values from the calculation:
DFT total energy: -4044.53125 hartree
total charge: 0
highest occupied orbital energy: -6.78 eV

Element x y z (Å)
Ba  -0.440  -0.730  -0.150
C  0.805  2.243  3.720
O  1.911  1.402  3.348
C  1.608  0.391  2.539
O  0.480  0.135  2.148
N  2.709  -0.311  2.191
N  2.550  -1.415  1.357
H  1.222  2.987  4.390
H  0.039  1.660  4.227
H  0.376  2.717  2.840
H  3.610  -0.040  2.552
H  2.908  -2.254  1.794
H  2.979  -1.256  0.452
F  -7.715  1.751  -6.171
C  -7.606  2.657  -5.173
F  -7.500  3.865  -5.755
F  -8.791  2.637  -4.521
C  -6.460  2.350  -4.258
C  -5.385  3.218  -4.140
C  -4.331  2.901  -3.298
C  -4.333  1.715  -2.561
C  -5.431  0.852  -2.691
C  -6.481  1.165  -3.530
C  -3.235  1.370  -1.710
C  -2.297  1.069  -0.981
H  -5.369  4.139  -4.706
H  -3.490  3.575  -3.206
H  -5.434  -0.073  -2.131
H  -7.322  0.489  -3.626
O  0.494  0.059  -2.829
C  1.633  -0.542  -2.559
O  2.046  -0.566  -1.412
C  2.341  -1.135  -3.765
N  1.425  -1.059  -4.914
C  0.953  -2.440  -5.161
C  2.123  -3.336  -4.769
C  2.721  -2.621  -3.551
H  3.219  -0.508  -3.932
H  1.909  -0.703  -5.727
H  0.347  -0.104  -3.807
H  0.633  -2.543  -6.196
H  0.099  -2.639  -4.514
H  2.851  -3.393  -5.582
H  1.799  -4.346  -4.523
H  3.799  -2.748  -3.475
H  2.260  -2.994  -2.637
Se  -0.549  -3.498  -1.731
C  -1.926  -3.150  -3.020
C  -2.367  -1.857  -3.309
C  -3.347  -1.634  -4.269
C  -3.901  -2.698  -4.965
C  -3.470  -3.988  -4.684
C  -2.495  -4.213  -3.723
H  -1.974  -1.003  -2.773
H  -3.678  -0.622  -4.462
H  -4.664  -2.523  -5.713
H  -3.898  -4.829  -5.216
H  -2.168  -5.222  -3.508

***

Among the records above, which one has the lowest DFT total energy? C22H24AsBr2ClN4OS5W

***

Which of these has the lowest DFT total energy? C22H24AsBr2ClN4OS5W

***

total charge of number 3 (C22H23N)? 0